(1)
The following is a DFT calculation (ωB97M-V/def2-TZVPD) of an isolated molecule of C23H31N3O3 at a distorted geometry.

Each line ends with the Löwdin charge.
Geometry (Å):
C -5.372 -1.884 1.825  -0.056
C -6.200 -1.505 0.643  -0.208
C -7.408 -2.145 0.405  -0.047
C -8.203 -1.820 -0.680  -0.083
C -7.795 -0.831 -1.560  -0.085
C -6.598 -0.180 -1.346  -0.020
C -5.791 -0.503 -0.252  -0.100
C -4.550 0.221 -0.080  -0.266
N -3.658 0.086 0.861  0.190
C -2.680 1.000 0.587  -0.217
C -1.482 1.167 1.459  -0.127
N -0.283 1.382 0.666  -0.177
C 0.831 1.850 1.473  -0.185
C 2.007 2.232 0.576  -0.127
C 2.440 1.064 -0.312  -0.233
C 3.136 -0.030 0.499  -0.474
O 3.220 -0.039 1.710  0.065
N 3.665 -1.008 -0.272  0.079
C 4.454 -2.093 0.255  -0.114
C 5.945 -1.906 -0.077  -0.306
C 6.581 -0.722 0.666  -0.120
C 7.503 -0.113 -0.387  -0.150
C 6.718 -0.395 -1.665  -0.204
O 6.103 -1.655 -1.473  -0.109
C 1.211 0.517 -1.047  -0.128
C 0.102 0.183 -0.056  -0.173
C -3.025 1.676 -0.550  -0.239
C -2.353 2.757 -1.309  0.003
O -4.213 1.180 -0.977  0.114
H -5.215 -1.020 2.467  0.080
H -5.853 -2.677 2.394  0.074
H -4.386 -2.214 1.505  0.080
H -7.734 -2.917 1.087  0.108
H -9.139 -2.336 -0.838  0.101
H -8.408 -0.570 -2.410  0.101
H -6.271 0.593 -2.025  0.113
H -1.404 0.286 2.116  0.132
H -1.627 2.048 2.094  0.129
H 0.506 2.734 2.029  0.122
H 1.160 1.088 2.195  0.121
H 1.712 3.067 -0.062  0.118
H 2.840 2.547 1.205  0.119
H 3.167 1.426 -1.050  0.143
H 3.681 -0.910 -1.275  0.140
H 4.316 -2.110 1.338  0.128
H 4.101 -3.033 -0.178  0.125
H 6.471 -2.844 0.149  0.147
H 7.109 -1.045 1.560  0.119
H 5.808 -0.009 0.956  0.107
H 7.687 0.948 -0.236  0.112
H 8.457 -0.642 -0.411  0.114
H 7.341 -0.461 -2.559  0.120
H 5.953 0.381 -1.823  0.113
H 1.462 -0.373 -1.627  0.110
H 0.845 1.283 -1.734  0.119
H -0.773 -0.192 -0.593  0.125
H 0.447 -0.608 0.634  0.136
H -1.358 2.895 -0.895  0.069
H -2.916 3.687 -1.232  0.085
H -2.282 2.492 -2.363  0.086

The value obtained for the HOMO energy is -7.908 eV. The orbital gap comes out at 0.3154 Eh. The charge is 0. As for the structure (SMILES): Cc1ccccc1-c1nc(CN2CCC(C(=O)NC[C@@H]3CCCO3)CC2)c(C)o1.

(2)
The following is a DFT calculation (ωB97M-V/def2-TZVPD) of an isolated molecule of C23H31N3O4S.

Each line ends with the Löwdin charge.
Geometry (Å):
C -5.971 3.128 5.056  -0.048
C -4.797 2.707 4.227  -0.270
C -4.455 3.419 3.080  -0.029
C -3.360 3.048 2.321  -0.052
C -2.602 1.962 2.713  -0.283
S -1.226 1.467 1.693  0.653
O -0.449 0.494 2.411  -0.294
O -0.566 2.634 1.180  -0.295
N -2.046 0.782 0.411  -0.111
C -2.318 -0.648 0.449  -0.184
C -1.280 -1.448 -0.288  -0.244
C -1.446 -1.778 -1.628  -0.041
C -0.459 -2.440 -2.329  -0.014
C 0.759 -2.778 -1.725  -0.215
N 1.730 -3.464 -2.439  -0.092
C 1.957 -3.168 -3.843  -0.119
C 3.307 -2.427 -4.021  -0.111
N 3.624 -1.734 -2.792  -0.034
C 3.061 -0.498 -2.613  -0.528
O 2.636 0.151 -3.542  0.091
O 3.102 -0.114 -1.334  0.027
C 2.537 1.163 -0.935  -0.544
C 3.389 2.298 -1.500  -0.012
C 2.600 1.138 0.591  -0.009
C 1.085 1.285 -1.391  -0.012
C 3.926 -2.638 -1.703  -0.109
C 2.964 -3.847 -1.793  -0.135
C 0.905 -2.467 -0.368  -0.011
C -0.094 -1.819 0.331  -0.043
C -2.920 1.243 3.847  -0.051
C -4.018 1.619 4.602  -0.031
H -5.668 3.907 5.756  0.088
H -6.763 3.533 4.430  0.079
H -6.364 2.293 5.630  0.077
H -5.052 4.268 2.783  0.115
H -3.073 3.589 1.434  0.116
H -1.689 1.107 -0.474  0.102
H -3.311 -0.813 0.017  0.122
H -2.339 -0.922 1.505  0.117
H -2.367 -1.520 -2.131  0.113
H -0.649 -2.706 -3.357  0.105
H 1.159 -2.530 -4.215  0.107
H 1.960 -4.103 -4.417  0.122
H 4.122 -3.122 -4.238  0.123
H 3.236 -1.693 -4.823  0.122
H 2.991 3.250 -1.160  0.092
H 4.418 2.201 -1.162  0.089
H 3.370 2.272 -2.586  0.080
H 1.998 0.320 0.978  0.073
H 2.199 2.066 0.989  0.086
H 3.627 1.013 0.926  0.088
H 0.620 2.115 -0.866  0.071
H 1.030 1.448 -2.464  0.085
H 0.553 0.367 -1.147  0.070
H 4.967 -2.970 -1.791  0.124
H 3.807 -2.098 -0.766  0.113
H 2.760 -4.269 -0.809  0.118
H 3.410 -4.637 -2.406  0.122
H 1.810 -2.710 0.163  0.102
H 0.060 -1.564 1.369  0.103
H -2.297 0.409 4.128  0.112
H -4.273 1.062 5.493  0.114

The value obtained for the HOMO energy is -7.690 eV. The orbital gap comes out at 0.3079 Eh. The charge is 0. As for the structure (SMILES): Cc1ccc(S(=O)(=O)NCc2ccc(N3CCN(C(=O)OC(C)(C)C)CC3)cc2)cc1.

(3)
The following is a DFT calculation (ωB97M-V/def2-TZVPD) of a structure of composition C23H31N5O3 at a distorted geometry.

Each line ends with the Löwdin charge.
Geometry (Å):
C -4.401 -2.972 -0.861  -0.043
C -4.400 -1.795 -0.001  -0.182
C -3.025 -1.338 0.588  -0.171
N -3.009 -0.018 0.715  -0.166
C -4.284 0.411 1.056  -0.149
C -5.419 0.333 0.145  -0.683
C -5.514 1.513 -0.651  -0.098
H -4.459 1.858 -1.350  0.156
H -6.160 1.466 -1.734  0.151
H -5.733 2.464 -0.275  0.035
O -5.115 -0.490 -0.708  -0.047
H -6.457 0.355 0.459  0.158
H -4.630 -0.069 2.032  0.142
H -4.140 1.739 1.446  0.221
C -1.925 0.380 1.412  -0.241
C -0.715 -0.112 1.052  -0.293
N 0.291 -0.940 1.652  0.193
C 1.215 -1.056 0.800  -0.134
C 1.050 -0.349 -0.583  -0.016
N -0.313 0.191 -0.237  0.136
C -1.052 0.893 -1.439  0.018
C -0.373 2.247 -1.651  -0.265
H -0.934 2.823 -2.404  0.137
H 0.543 1.894 -2.226  0.123
C 0.204 3.231 -0.902  -0.076
C 1.477 2.534 0.076  -0.197
C 2.596 2.075 -0.587  -0.161
C 3.707 1.879 0.047  -0.022
C 3.505 1.388 1.541  -0.081
C 2.450 1.664 2.185  -0.090
C 1.343 2.358 1.397  -0.031
H 0.394 2.436 1.870  0.066
H 2.371 1.535 3.192  0.075
H 4.407 0.861 1.921  0.113
H 4.554 1.455 -0.455  0.092
H 2.706 2.689 -1.601  0.177
H 0.510 4.035 -1.260  0.018
H -0.623 3.250 0.299  0.195
H -1.994 1.192 -0.900  0.123
H -1.281 0.383 -2.125  0.016
C 1.910 -0.644 -1.477  -0.625
O 1.506 -0.083 -2.530  0.035
N 2.905 -1.285 -1.258  0.147
C 3.303 -1.903 -0.023  -0.694
O 4.321 -2.235 0.053  0.226
N 2.575 -1.721 0.944  0.058
C 2.791 -2.276 2.320  0.049
H 2.802 -1.498 3.037  0.068
H 3.730 -2.516 2.149  0.033
H 1.836 -2.850 2.602  0.128
C 4.040 -1.354 -2.368  0.108
H 4.232 -2.418 -2.539  0.096
H 5.130 -0.865 -2.103  0.160
H 3.701 -1.021 -3.127  -0.052
H -1.834 -0.081 2.680  0.206
H -1.860 1.586 1.817  0.187
H -3.093 -1.992 1.522  0.176
H -2.461 -1.768 0.012  0.042
H -5.233 -1.932 0.836  0.174
H -3.667 -2.724 -1.493  0.037
H -5.374 -3.298 -1.413  0.139
H -3.986 -3.839 -0.334  0.103

The value obtained for the HOMO energy is -7.957 eV. The orbital gap comes out at 0.2998 Eh. The charge is 0.

Record-wise energy relative to the best compared isomer or geometry (same formula, charge and spin) values, in kJ/mol: 199.33 126.37 2508.18